1.
This record from the Open Molecules 2025 dataset describes C2H4O3PS as an isolated structure in a non-equilibrium geometry. The level of theory is ωB97M-V with the def2-TZVPD basis set.

Last column: Löwdin charge in e.
Geometry (Å):
O1 2.231 1.185 -0.440  0.07
O2 -0.733 0.939 -0.495  -0.62
H1 -2.423 -0.515 -0.830  -0.12
S1 0.134 -1.936 0.074  0.53
H2 0.861 -0.598 1.630  0.03
O3 1.493 0.174 1.451  0.00
H3 -2.859 1.137 0.585  -0.12
C1 0.651 -0.530 -0.648  -0.67
C2 1.594 0.334 0.119  -0.66
P1 -1.781 0.172 0.263  0.47
H4 0.833 -0.361 -1.709  0.08

Calculated values
HOMO level: -3.504 eV
LUMO level: 3.51 eV
frontier orbital gap: 7.0121 eV
spin multiplicity: 1
energy above the lowest of the compared OMol25 structures with the same formula, charge and spin: 71.4 kcal per mole
total charge: -1

---

2.
This record from the Open Molecules 2025 dataset describes C2H4O3Ru as an isolated structure in a non-equilibrium geometry. The level of theory is ωB97M-V with the def2-TZVPD basis set.

Last column: Löwdin charge in e.
Geometry (Å):
H1 -0.529 -1.192 1.156  0.12
H2 0.385 2.340 0.390  0.31
C1 -0.070 0.855 -0.398  -0.60
O1 -0.594 1.687 0.414  0.27
Ru1 2.797 0.579 0.038  1.74
O2 1.086 1.294 -0.683  -0.22
H3 -0.201 -2.309 -0.240  0.13
H4 -1.800 -1.506 0.012  0.13
O3 -0.358 -0.342 -0.790  0.08
C2 -0.716 -1.405 0.100  0.05

Calculated values
HOMO level (alpha / beta): -19.249 / -21.209 eV
LUMO level (alpha / beta): -9.69 / -15.01 eV
frontier orbital gap (alpha / beta): 9.5626 / 6.2019 eV
expectation value of S²: 12.01
spin multiplicity: 7
total charge: +2

---

3.
This record from the Open Molecules 2025 dataset describes one molecule with the formula C2H4O3S in a non-equilibrium geometry. The level of theory is ωB97M-V with the def2-TZVPD basis set.

Last column: Löwdin charge in e.
Geometry (Å):
O1 -0.163 0.147 -2.645  -0.32
H1 -0.159 -2.089 0.148  0.09
C1 -0.898 0.963 -0.285  -0.07
H2 -0.409 1.859 -0.706  0.03
C2 1.031 -0.800 -0.320  -0.17
O2 0.721 -1.770 0.522  -0.01
H3 -1.398 1.158 0.733  0.08
O3 -1.216 -1.570 -1.059  -0.31
H4 1.747 -0.058 0.028  0.11
S1 -0.436 -0.411 -1.319  0.58

Calculated values
HOMO level (alpha / beta): -9.735 / -8.788 eV
LUMO level (alpha / beta): -0.56 / -1.17 eV
frontier orbital gap (alpha / beta): 9.1746 / 7.6148 eV
spin multiplicity: 1
energy above the lowest of the compared OMol25 structures with the same formula, charge and spin: 89.8 kcal per mole
total charge: 0

---

4.
This record from the Open Molecules 2025 dataset describes a 2-piece molecular cluster, C2H4O4 overall in a non-equilibrium geometry. The level of theory is ωB97M-V with the def2-TZVPD basis set.

Last column: Löwdin charge in e.
Geometry (Å):
H1 -0.455 1.338 0.696  0.11
O1 0.382 1.696 0.365  0.08
C1 -0.676 -2.629 -1.348  -0.38
O2 -0.303 -2.266 -0.110  0.08
H2 0.074 2.818 2.031  0.14
C2 0.766 2.667 1.196  -0.40
O3 -1.180 -3.692 -1.632  0.07
H3 0.117 -1.397 -0.174  0.09
O4 1.776 3.306 1.067  0.08
H4 -0.500 -1.842 -2.091  0.13

Calculated values
HOMO level: -11.035 eV
LUMO level: -0.05 eV
frontier orbital gap: 10.9840 eV
spin multiplicity: 1
energy above the lowest of the compared OMol25 structures with the same formula, charge and spin: 20.7 kcal per mole
SMILES: O=CO.O=CO
total charge: 0

---

5.
This record from the Open Molecules 2025 dataset describes one molecule with the formula C2H4OP2 in a non-equilibrium geometry. The level of theory is ωB97M-V with the def2-TZVPD basis set.

Last column: Löwdin charge in e.
Geometry (Å):
C1 1.183 0.010 0.300  -0.42
P1 -1.813 0.559 0.009  0.49
C2 2.109 0.649 -0.123  0.02
H1 2.983 1.246 -0.333  0.03
H2 -0.988 1.523 -0.671  -0.16
O1 -0.264 -1.905 -0.477  -0.46
P2 -0.285 -0.920 0.818  0.53
H3 -0.769 -2.784 -0.531  0.10
H4 -2.155 1.622 1.009  -0.14

Calculated values
HOMO level: -8.666 eV
LUMO level: 0.46 eV
frontier orbital gap: 9.1275 eV
spin multiplicity: 1
energy above the lowest of the compared OMol25 structures with the same formula, charge and spin: 18.2 kcal per mole
SMILES: C#CP(O)#[PH2]
total charge: 0

---

6.
This record from the Open Molecules 2025 dataset describes a 2-piece molecular cluster, C2H4OS overall in a non-equilibrium geometry. The level of theory is ωB97M-V with the def2-TZVPD basis set.

Last column: Löwdin charge in e.
Geometry (Å):
H1 -0.071 -1.347 0.612  0.04
H2 0.129 -0.650 -1.079  0.05
C1 1.296 0.355 0.433  -0.36
O1 1.863 1.154 -0.292  0.06
C2 0.305 -0.565 -0.019  0.05
S1 -2.386 0.564 0.048  0.34
H3 1.583 0.246 1.494  0.12
H4 -2.719 0.243 -1.197  -0.31

Calculated values
HOMO level (alpha / beta): -9.521 / -9.519 eV
LUMO level (alpha / beta): -3.03 / -3.03 eV
frontier orbital gap (alpha / beta): 6.4932 / 6.4906 eV
spin multiplicity: 1
energy above the lowest of the compared OMol25 structures with the same formula, charge and spin: 83.6 kcal per mole
total charge: 0

---

7.
This record from the Open Molecules 2025 dataset describes one molecule with the formula C2H4OS in a non-equilibrium geometry. The level of theory is ωB97M-V with the def2-TZVPD basis set.

Last column: Löwdin charge in e.
Geometry (Å):
H1 -1.164 -1.301 -0.977  0.15
O1 -0.102 0.499 -0.303  -0.26
S1 2.436 -0.305 -0.094  0.64
H2 -2.041 0.003 0.511  0.13
C1 -1.038 -0.446 -0.044  -0.18
H3 1.288 1.800 -0.023  0.03
H4 -0.573 -1.046 0.876  0.10
C2 1.194 0.797 0.054  -0.62

Calculated values
HOMO level: -9.186 eV
LUMO level: -0.29 eV
frontier orbital gap: 8.8961 eV
spin multiplicity: 1
energy above the lowest of the compared OMol25 structures with the same formula, charge and spin: 64.8 kcal per mole
SMILES: COC=S
total charge: 0

---

8.
This record from the Open Molecules 2025 dataset describes one molecule with the formula C2H4OS2 in a non-equilibrium geometry. The level of theory is ωB97M-V with the def2-TZVPD basis set.

Last column: Löwdin charge in e.
Geometry (Å):
C1 -0.356 -0.602 0.156  -0.56
H1 -0.305 -1.564 -0.315  0.06
C2 0.913 0.269 -0.018  -0.97
H2 -0.378 -0.874 1.234  0.08
S1 2.421 -0.338 -0.085  0.71
S2 -2.038 0.062 -0.011  0.68
H3 -2.542 -0.401 -1.256  -0.10
O1 0.707 1.543 -0.041  -0.02
H4 1.578 1.905 0.336  0.14

Calculated values
HOMO level: -9.079 eV
LUMO level: 0.17 eV
frontier orbital gap: 9.2538 eV
spin multiplicity: 1
energy above the lowest of the compared OMol25 structures with the same formula, charge and spin: 13.9 kcal per mole
SMILES: OC(=S)CS
total charge: 0

---

9.
This record from the Open Molecules 2025 dataset describes a 2-piece molecular cluster, C2H4OS2 overall in a non-equilibrium geometry. The level of theory is ωB97M-V with the def2-TZVPD basis set.

Last column: Löwdin charge in e.
Geometry (Å):
H1 -0.169 -4.028 -1.114  -0.12
O1 0.048 -1.803 -0.894  -1.09
H2 0.684 -0.010 0.325  -0.20
S1 -0.799 -3.017 -0.427  0.68
H3 0.760 1.647 1.458  0.03
C1 0.153 2.391 0.910  -0.04
C2 -0.687 2.691 0.122  0.00
H4 -1.422 3.236 -0.460  0.03
S2 1.432 -1.107 0.081  0.71

Calculated values
HOMO level: -9.033 eV
LUMO level: -0.52 eV
frontier orbital gap: 8.5095 eV
spin multiplicity: 1
energy above the lowest of the compared OMol25 structures with the same formula, charge and spin: 103.9 kcal per mole
SMILES: C#C.SOS
total charge: 0

---

10.
This record from the Open Molecules 2025 dataset describes a 2-piece molecular cluster, C2H4OS2 overall in a non-equilibrium geometry. The level of theory is ωB97M-V with the def2-TZVPD basis set.

Last column: Löwdin charge in e.
Geometry (Å):
S1 -0.553 -0.451 0.004  0.58
O1 2.274 -1.488 0.255  0.02
H1 -1.794 1.526 -0.512  0.04
S2 2.683 1.079 -0.236  0.74
H2 -2.753 0.065 -0.785  -0.02
H3 3.125 -1.630 0.528  0.08
H4 -2.805 0.654 0.827  0.05
C1 -2.125 0.527 -0.079  -0.52
C2 1.950 -0.281 -0.002  -0.97

Calculated values
HOMO level (alpha / beta): -8.669 / -8.134 eV
LUMO level (alpha / beta): -1.01 / -1.24 eV
frontier orbital gap (alpha / beta): 7.6615 / 6.8956 eV
spin multiplicity: 1
energy above the lowest of the compared OMol25 structures with the same formula, charge and spin: 79.5 kcal per mole
total charge: 0